{
  "formula": "C5H5NO",
  "method": "the ωB97M-V functional and the def2-TZVPD basis",
  "elements": ["O", "C", "C", "C", "C", "C", "N", "H", "H", "H", "H", "H"],
  "positions_angstrom": [[-1.7474, -1.1293, 2.2736], [-1.2950, -0.2114, 1.7071], [-0.7672, 0.8144, 1.0789], [0.6104, 0.7436, 0.4463], [0.5719, 0.4360, -1.0389], [0.6212, -0.7999, -1.4742], [0.7660, -1.9642, -1.8418], [-0.1057, -2.4917, -1.8974], [-1.4052, 1.6792, 0.9352], [1.2139, -0.0110, 0.9608], [1.1190, 1.6995, 0.6088], [0.4181, 1.2349, -1.7582]],
  "forces_ev_per_angstrom": [[0.4, 0.8, -0.5], [-0.2, -0.5, 0.4], [-0.1, -0.1, 0.1], [0.1, 0.0, 0.1], [0.0, -0.2, -0.1], [0.0, -0.3, -0.1], [-0.1, 0.6, 0.2], [0.1, 0.0, 0.0], [0.0, -0.1, 0.0], [-0.1, 0.1, -0.1], [-0.1, -0.1, -0.1], [0.0, -0.1, 0.1]],
  "nbo_charge": [-0.459, 0.719, -0.554, -0.400, -0.430, 0.425, -0.628, 0.375, 0.259, 0.225, 0.225, 0.243],
  "homo_energy_ev": -8.751,
  "smiles": "N=C=CCC=C=O",
  "lumo_ev": 0.7,
  "molar_mass_g_mol": 95.10
}